<a>
The following is a quantum chemistry calculation of C21H24AsIrO3S4Sb as an isolated structure, from the OMol25 dataset.

ORCA input file:
```
! RIJCOSX wB97M-V def2-TZVPD def2/J DEFGRID3
* xyz -1 5
Ir 0.753 0.791 2.147
S 4.255 3.272 3.851
Sb 3.737 1.080 3.993
S 1.249 1.034 4.291
S 3.054 0.862 1.629
O 0.271 0.540 0.121
As -0.080 -0.864 -0.728
C 1.527 -1.245 -1.709
C 2.188 -0.166 -2.290
C 3.376 -0.375 -2.973
C 3.906 -1.656 -3.066
C 3.255 -2.725 -2.470
C 2.063 -2.523 -1.785
C -1.370 -0.292 -2.044
C -1.175 -0.462 -3.408
C -2.159 -0.058 -4.304
C -3.330 0.517 -3.836
C -3.523 0.691 -2.470
C -2.546 0.286 -1.575
C -0.701 -2.501 0.009
C -0.638 -2.684 1.403
C -0.835 -3.997 1.896
C -1.218 -4.996 1.032
C -1.373 -4.774 -0.353
C -1.093 -3.511 -0.861
H 1.787 0.834 -2.180
H 3.896 0.464 -3.418
H 4.839 -1.817 -3.591
H 3.681 -3.719 -2.524
H 1.560 -3.351 -1.301
H -0.258 -0.906 -3.775
H -2.006 -0.191 -5.367
H -4.094 0.833 -4.535
H -4.436 1.143 -2.104
H -2.690 0.426 -0.509
H -0.063 -1.314 2.302
H -0.726 -4.207 2.953
H -1.426 -5.983 1.433
H -1.680 -5.575 -1.011
H -1.174 -3.320 -1.928
C -1.383 4.991 2.202
S -0.126 3.894 2.867
C 1.025 5.145 3.410
O 0.511 3.282 1.651
H -1.808 5.593 3.006
H -2.153 4.359 1.763
H -0.931 5.620 1.435
H 0.591 5.704 4.240
H 1.261 5.795 2.567
H 1.926 4.612 3.726
C -1.308 0.789 2.534
H -1.775 -0.183 2.324
H -1.753 1.514 1.838
H -1.583 1.072 3.554
O 0.702 -1.751 1.937
*
```

Properties
⟨S²⟩	6.04
Kohn-Sham gap (spin up / spin down)	4.59 / 4.59	eV
E_LUMO (spin up / spin down)	2.3 / 0.6	eV
E_HOMO (spin up / spin down)	-2.26 / -3.98	eV

***

<b>
The following is a quantum chemistry calculation of C21H24AsIrO3S4Sb as an isolated structure, from the OMol25 dataset.

ORCA input file:
```
! RIJCOSX wB97M-V def2-TZVPD def2/J DEFGRID3
* xyz -1 5
Ir -0.277 1.866 1.203
S 3.456 4.563 -0.958
Sb 2.953 4.377 1.276
S 2.243 1.996 1.278
S 0.485 4.311 1.091
O 0.550 -0.307 1.232
As 0.846 -1.183 -0.144
C -0.326 -2.699 -0.043
C -0.212 -3.546 1.053
C -1.056 -4.639 1.168
C -2.013 -4.886 0.191
C -2.127 -4.038 -0.899
C -1.282 -2.942 -1.019
C 2.671 -1.773 -0.206
C 2.970 -3.132 -0.203
C 4.292 -3.551 -0.242
C 5.313 -2.612 -0.293
C 5.010 -1.257 -0.308
C 3.692 -0.830 -0.268
C 0.478 -0.129 -1.728
C 0.021 1.182 -1.698
C -0.193 1.873 -2.878
C 0.039 1.259 -4.099
C 0.486 -0.053 -4.143
C 0.705 -0.742 -2.960
H 0.528 -3.346 1.819
H -0.970 -5.298 2.023
H -2.672 -5.739 0.284
H -2.876 -4.227 -1.658
H -1.376 -2.277 -1.868
H 2.177 -3.869 -0.167
H 4.525 -4.609 -0.235
H 6.345 -2.936 -0.326
H 5.804 -0.522 -0.352
H 3.460 0.230 -0.280
H -0.199 1.716 -0.776
H -0.542 2.896 -2.833
H -0.129 1.806 -5.018
H 0.671 -0.536 -5.094
H 1.066 -1.765 -2.997
C -4.700 2.556 1.064
S -3.324 3.200 2.010
C -3.948 4.872 2.201
O -2.185 3.304 1.066
H -5.605 2.584 1.673
H -4.442 1.529 0.812
H -4.826 3.148 0.157
H -4.871 4.847 2.783
H -4.122 5.313 1.220
H -3.189 5.443 2.732
C -0.378 1.941 3.285
H 0.541 1.522 3.685
H -1.235 1.357 3.613
H -0.483 2.978 3.598
O -1.773 0.774 1.177
*
```

Properties
⟨S²⟩	6.04
Kohn-Sham gap (spin up / spin down)	4.98 / 5.21	eV
E_LUMO (spin up / spin down)	2.3 / 1.6	eV
E_HOMO (spin up / spin down)	-2.69 / -3.59	eV

***

What should be chosen as the least stable of them? Choose <b>.

***

<a>
The following is a quantum chemistry calculation of one molecule with the formula C20H30N4O4, from the OMol25 dataset.

ORCA input file:
```
! RIJCOSX wB97M-V def2-TZVPD def2/J DEFGRID3
* xyz 0 1
C 4.463 -5.724 -2.838
O 3.806 -4.480 -2.624
C 2.430 -4.421 -2.718
C 1.605 -5.506 -3.037
C 0.222 -5.344 -3.097
C -0.359 -4.103 -2.845
N -1.746 -4.023 -2.925
C 0.448 -2.990 -2.533
C -0.141 -1.626 -2.240
O -1.252 -1.495 -1.727
N 0.620 -0.572 -2.573
C 0.253 0.829 -2.364
C 1.113 1.477 -1.265
C 0.662 2.899 -0.859
O 0.668 3.749 -1.985
C -0.642 2.899 -0.029
N 0.226 3.114 1.152
C -0.025 3.130 2.476
O 0.543 3.953 3.198
C -1.186 2.201 3.041
N -2.506 2.802 2.688
C -2.746 4.124 3.281
C -3.671 1.937 2.891
C -0.884 0.720 2.665
C -0.104 0.578 3.989
C -0.913 1.784 4.510
C 1.440 3.431 0.366
C 1.843 -3.182 -2.471
H 5.538 -5.590 -2.714
H 4.141 -6.478 -2.118
H 4.293 -6.098 -3.849
H 2.017 -6.482 -3.238
H -0.398 -6.191 -3.347
H -2.116 -3.168 -2.519
H -2.272 -4.878 -2.854
H 1.427 -0.767 -3.141
H 0.351 1.389 -3.296
H -0.806 0.937 -2.113
H 1.107 0.834 -0.384
H 2.149 1.517 -1.602
H 0.403 4.625 -1.690
H -1.346 3.719 -0.175
H -1.165 1.942 -0.028
H -3.700 4.538 2.950
H -2.763 4.071 4.371
H -1.982 4.850 2.997
H -4.590 2.445 2.592
H -3.613 1.039 2.277
H -3.782 1.638 3.934
H -1.756 0.067 2.654
H -0.327 0.538 1.746
H -0.250 -0.360 4.527
H 0.967 0.776 3.894
H -0.380 2.505 5.131
H -1.809 1.473 5.046
H 2.309 2.826 0.627
H 1.684 4.494 0.399
H 2.505 -2.371 -2.206
*
```

Properties
Kohn-Sham gap	8.19	eV
SMILES	COc1ccc(N)c(C(=O)NCCC2(O)CN(C(=O)C3(N(C)C)CCC3)C2)c1
E_LUMO	0.6	eV
E_HOMO	-7.57	eV

***

<b>
The following is a quantum chemistry calculation of one molecule with the formula C20H30N4O4, from the OMol25 dataset.

ORCA input file:
```
! RIJCOSX wB97M-V def2-TZVPD def2/J DEFGRID3
* xyz 0 1
C -0.522 0.112 7.655
O -0.823 0.144 6.276
C 0.155 -0.280 5.417
C 1.411 -0.731 5.802
C 2.313 -1.160 4.842
C 2.010 -1.161 3.481
N 2.949 -1.567 2.552
C 0.745 -0.674 3.099
C 0.370 -0.633 1.654
O 0.847 -1.396 0.820
N -0.516 0.328 1.289
C -0.902 0.485 -0.102
C -2.072 1.448 -0.207
C -2.603 1.567 -1.619
O -1.550 2.020 -2.432
C -3.380 0.309 -2.102
N -4.610 1.067 -1.893
C -5.929 0.839 -2.062
O -6.738 1.750 -2.018
C -6.303 -0.628 -2.308
N -5.600 -1.053 -3.512
C -6.090 -0.327 -4.675
C -5.612 -2.484 -3.761
C -6.122 -1.424 -0.989
C -7.601 -1.119 -0.666
C -7.834 -0.817 -2.160
C -3.945 2.345 -1.701
C -0.160 -0.256 4.069
H -1.408 0.476 8.166
H -0.301 -0.905 7.993
H 0.326 0.761 7.894
H 1.700 -0.764 6.842
H 3.289 -1.512 5.156
H 2.569 -1.850 1.661
H 3.686 -2.151 2.908
H -0.734 1.063 1.938
H -0.060 0.842 -0.698
H -1.169 -0.499 -0.489
H -2.891 1.111 0.436
H -1.774 2.446 0.131
H -1.863 2.111 -3.338
H -3.201 0.069 -3.153
H -3.277 -0.601 -1.510
H -5.504 -0.614 -5.548
H -7.150 -0.534 -4.890
H -5.986 0.748 -4.525
H -5.076 -2.674 -4.691
H -5.094 -3.021 -2.969
H -6.623 -2.906 -3.868
H -5.976 -2.486 -1.174
H -5.360 -1.075 -0.292
H -8.183 -1.923 -0.220
H -7.707 -0.222 -0.057
H -8.454 0.036 -2.423
H -8.166 -1.706 -2.697
H -4.260 2.892 -0.811
H -4.006 3.007 -2.570
H -1.157 0.063 3.792
*
```

Properties
Kohn-Sham gap	8.10	eV
SMILES	COc1ccc(N)c(C(=O)NCCC2(O)CN(C(=O)C3(N(C)C)CCC3)C2)c1
E_LUMO	0.5	eV
E_HOMO	-7.56	eV

***

What should be chosen as the least stable of them? Choose <a>.

***

<a>
The following is a quantum chemistry calculation of a 2-piece molecular cluster, CH7N2O2PS overall, from the OMol25 dataset.

ORCA input file:
```
! RIJCOSX wB97M-V def2-TZVPD def2/J DEFGRID3
* xyz 0 1
C -0.886 1.232 -0.319
N 1.947 -1.529 -0.806
N 1.609 -0.638 0.161
O -1.493 -1.418 -0.614
O -2.936 -0.090 0.864
P 2.550 0.608 0.336
S -1.365 -0.449 0.412
H -0.819 1.835 0.601
H 0.093 1.089 -0.639
H -1.574 1.891 -0.986
H 2.850 -1.359 -1.203
H 1.581 -2.402 -0.640
H -3.153 -0.051 1.754
H 1.596 1.280 1.080
*
```

Properties
Kohn-Sham gap (spin up / spin down)	8.67 / 8.67	eV
E_LUMO (spin up / spin down)	-0.1 / -0.1	eV
E_HOMO (spin up / spin down)	-8.79 / -8.79	eV

***

<b>
The following is a quantum chemistry calculation of CH7N2O2PS as an isolated structure, from the OMol25 dataset.

ORCA input file:
```
! RIJCOSX wB97M-V def2-TZVPD def2/J DEFGRID3
* xyz 0 1
C -1.269 1.141 -1.075
N 1.031 -1.478 -0.338
N 0.526 -0.509 0.598
O -1.777 -1.245 0.198
O -1.281 0.607 1.662
P 1.502 0.776 1.120
S -1.020 -0.054 0.411
H -2.086 0.810 -1.768
H -1.399 2.154 -0.594
H -0.366 1.101 -1.694
H 0.959 -2.437 0.079
H 0.607 -1.492 -1.289
H 2.649 0.469 0.377
H 1.923 0.158 2.315
*
```

Properties
Kohn-Sham gap	9.87	eV
E_LUMO	0.6	eV
E_HOMO	-9.30	eV

***

What should be chosen as the least stable of them? Choose <a>.

***

<a>
The following is a quantum chemistry calculation of C3H7N4 as an isolated structure, from the OMol25 dataset.

ORCA input file:
```
! RIJCOSX wB97M-V def2-TZVPD def2/J DEFGRID3
* xyz 1 1
C -2.393 -0.357 0.089
C 0.912 0.309 -0.243
C 1.890 1.411 -0.357
N -1.346 -0.070 -0.753
N -0.195 -0.101 -0.532
N -3.358 0.386 0.406
N 1.110 -1.554 0.167
H -2.039 -1.308 0.606
H 2.511 1.400 0.562
H 1.300 2.253 -0.476
H 2.565 1.192 -1.285
H -4.140 -0.007 0.930
H 1.986 -1.966 -0.278
H 1.196 -1.588 1.164
*
```

Properties
Kohn-Sham gap	8.51	eV
E_LUMO	-6.2	eV
E_HOMO	-14.68	eV

***

<b>
The following is a quantum chemistry calculation of an isolated ion of composition C3H7N4 and charge +1, from the OMol25 dataset.

ORCA input file:
```
! RIJCOSX wB97M-V def2-TZVPD def2/J DEFGRID3
* xyz 1 1
C 1.364 0.962 -1.147
C 0.445 0.064 -0.359
N 0.915 -0.847 0.416
N -0.881 0.189 -0.307
C -1.738 -0.515 0.591
N -1.820 0.046 2.060
N -1.255 -0.990 1.878
H 1.937 1.657 -0.617
H 0.738 1.565 -1.868
H 2.079 0.422 -1.604
H 1.882 -1.097 0.270
H 0.361 -1.487 0.951
H -1.374 0.989 -0.671
H -2.655 -0.956 0.406
*
```

Properties
Kohn-Sham gap	10.76	eV
SMILES	C/C(N)=[NH+]/C1N=N1
E_LUMO	-3.8	eV
E_HOMO	-14.61	eV

***

What should be chosen as the least stable of them? Choose <a>.

***

<a>
The following is a quantum chemistry calculation of C3H7N4 as an isolated structure, from the OMol25 dataset.

ORCA input file:
```
! RIJCOSX wB97M-V def2-TZVPD def2/J DEFGRID3
* xyz 1 1
C 1.566 1.123 -0.166
C -0.176 -0.446 0.377
C -1.509 -0.904 -0.062
N 1.279 -1.617 -0.038
N 2.272 -1.018 0.078
N 2.495 0.289 0.219
N 0.282 0.753 -0.256
H 1.991 2.069 -0.416
H -0.001 -0.369 1.376
H -1.849 -0.739 -1.125
H -2.181 -0.322 0.593
H -1.649 -1.941 0.346
H 3.498 0.476 0.404
H -0.193 1.426 -0.872
*
```

Properties
Kohn-Sham gap	8.84	eV
E_LUMO	-4.7	eV
E_HOMO	-13.57	eV

***

<b>
The following is a quantum chemistry calculation of an isolated ion of composition C3H7N4 and charge +1, from the OMol25 dataset.

ORCA input file:
```
! RIJCOSX wB97M-V def2-TZVPD def2/J DEFGRID3
* xyz 1 1
N 2.341 0.530 0.058
C 1.167 -0.085 0.009
C 0.652 -1.310 0.002
N -0.714 -1.284 0.028
C -1.106 0.037 -0.070
N -2.315 0.633 0.017
N 0.023 0.832 -0.059
H 3.203 0.017 0.023
H 2.382 1.522 -0.279
H 1.065 -2.332 0.262
H -1.099 -2.192 -0.066
H -3.251 0.154 0.106
H -2.379 1.660 -0.039
H 0.031 1.820 0.006
*
```

Properties
Kohn-Sham gap	9.04	eV
SMILES	Nc1c[nH]c(=[NH2+])[nH]1
E_LUMO	-3.0	eV
E_HOMO	-12.05	eV

***

<c>
The following is a quantum chemistry calculation of an isolated ion of composition C3H7N4 and charge +1, from the OMol25 dataset.

ORCA input file:
```
! RIJCOSX wB97M-V def2-TZVPD def2/J DEFGRID3
* xyz 1 1
C 0.289 1.285 -0.892
C 0.681 1.287 0.636
N 1.378 0.365 1.184
C 1.571 -0.914 0.835
N 0.507 -1.493 0.408
N -0.454 -1.857 -0.199
N -1.610 -2.263 0.229
H 0.194 2.272 -1.202
H 1.086 0.789 -1.533
H -0.691 0.808 -1.179
H 0.520 2.205 1.169
H 2.448 -1.539 1.187
H -1.796 -2.636 1.191
H -2.281 -2.663 -0.424
*
```

Properties
Kohn-Sham gap	9.21	eV
SMILES	C/C=N\C=N/N=[NH2+]
E_LUMO	-4.8	eV
E_HOMO	-14.06	eV

***

What should be chosen as the least stable of them? Choose <c>.

***

<a>
The following is a quantum chemistry calculation of one molecule with the formula C16H27NO, from the OMol25 dataset.

ORCA input file:
```
! RIJCOSX wB97M-V def2-TZVPD def2/J DEFGRID3
* xyz 0 1
C -4.808 -2.373 -0.393
C -3.551 -2.407 0.469
C -3.042 -1.016 0.850
C -2.481 -0.235 -0.338
C -1.935 1.149 0.063
C -2.815 2.287 -0.466
C -4.214 2.290 0.139
C -0.494 1.334 -0.425
N 0.418 0.524 0.357
C 1.781 0.556 -0.120
C 2.606 -0.526 0.599
O 2.123 -1.809 0.276
C 4.075 -0.322 0.300
C 4.757 -1.096 -0.627
C 6.093 -0.852 -0.902
C 6.761 0.172 -0.257
C 6.088 0.948 0.674
C 4.757 0.701 0.950
H -5.593 -1.806 0.104
H -5.174 -3.383 -0.567
H -4.610 -1.916 -1.359
H -2.762 -2.949 -0.059
H -3.770 -2.960 1.386
H -2.253 -1.124 1.598
H -3.856 -0.451 1.308
H -3.256 -0.110 -1.095
H -1.688 -0.832 -0.794
H -1.906 1.218 1.155
H -2.887 2.211 -1.554
H -2.334 3.240 -0.235
H -4.156 2.361 1.223
H -4.756 1.384 -0.118
H -4.782 3.141 -0.231
H -0.437 1.110 -1.508
H -0.188 2.377 -0.292
H 0.100 -0.442 0.380
H 1.856 0.385 -1.215
H 2.201 1.545 0.087
H 2.434 -0.429 1.676
H 2.186 -1.926 -0.680
H 4.259 -1.911 -1.133
H 6.611 -1.466 -1.624
H 7.801 0.363 -0.472
H 6.605 1.746 1.187
H 4.235 1.302 1.681
*
```

Properties
Kohn-Sham gap	9.65	eV
SMILES	CCCC[C@H](CC)CNC[C@@H](O)c1ccccc1
E_LUMO	0.8	eV
E_HOMO	-8.85	eV

***

<b>
The following is a quantum chemistry calculation of one molecule with the formula C16H27NO, from the OMol25 dataset.

ORCA input file:
```
! RIJCOSX wB97M-V def2-TZVPD def2/J DEFGRID3
* xyz 0 1
C -4.730 -1.186 -1.300
C -4.579 -0.822 0.172
C -3.130 -0.550 0.578
C -2.575 0.739 -0.023
C -1.139 1.048 0.419
C -0.749 2.467 -0.021
C 0.459 3.027 0.724
C -0.136 0.033 -0.144
N -0.192 -1.240 0.556
C 0.767 -2.232 0.130
C 2.202 -2.103 0.711
O 2.930 -3.292 0.473
C 2.933 -0.885 0.197
C 3.272 -0.778 -1.148
C 3.935 0.340 -1.620
C 4.273 1.366 -0.754
C 3.951 1.264 0.589
C 3.291 0.143 1.061
H -4.095 -2.035 -1.546
H -4.453 -0.353 -1.940
H -5.761 -1.453 -1.521
H -4.959 -1.649 0.777
H -5.191 0.056 0.393
H -2.501 -1.388 0.280
H -3.082 -0.473 1.667
H -3.220 1.569 0.278
H -2.598 0.681 -1.112
H -1.097 1.004 1.513
H -1.597 3.133 0.154
H -0.548 2.466 -1.094
H 0.269 3.042 1.795
H 0.660 4.045 0.398
H 1.352 2.434 0.541
H -0.373 -0.166 -1.194
H 0.870 0.473 -0.110
H -0.115 -1.091 1.558
H 0.394 -3.213 0.444
H 0.809 -2.218 -0.963
H 2.124 -2.044 1.804
H 3.089 -3.371 -0.474
H 3.009 -1.568 -1.840
H 4.188 0.412 -2.668
H 4.787 2.241 -1.123
H 4.217 2.058 1.272
H 3.041 0.068 2.110
*
```

Properties
Kohn-Sham gap	9.22	eV
SMILES	CCCC[C@H](CC)CNC[C@@H](O)c1ccccc1
E_LUMO	0.8	eV
E_HOMO	-8.38	eV

***

What should be chosen as the least stable of them? Choose <b>.